Computed, not measured: a gas-phase ion, C8H15N2 (charge +1), with ωB97M-V/def2-TZVPD.

Structure (XYZ):
```
25
Properties=species:S:1:pos:R:3:forces:R:3
C 0.21983 -0.25382 -0.70781 2.4 2.2 0.9
C 1.58052 -1.25848 0.83640 -0.2 3.3 -0.1
C 1.11503 -1.40636 -0.52643 -0.6 -5.1 -1.8
C 1.41210 0.72299 -0.64210 -0.5 0.9 -0.3
C 2.08195 0.14908 0.62920 0.2 1.3 1.4
C -0.94440 0.01019 -0.19556 -2.8 -3.5 2.2
C -1.78837 -1.16891 0.42792 -1.2 0.9 0.8
C -1.99807 1.94014 -1.03866 -2.2 2.5 0.4
N 1.73546 -1.90501 1.87091 1.3 -2.8 1.2
N -1.35840 1.35533 0.16523 1.7 1.2 -1.9
H 0.84866 -2.45866 -0.60179 -0.7 0.0 -1.0
H 1.99736 -1.16381 -1.12173 -0.2 -1.1 -0.5
H 1.85228 0.68219 -1.63243 0.8 -0.2 0.1
H 1.25617 1.78485 -0.51084 -0.5 0.5 0.2
H 2.09195 0.90834 1.38680 -0.8 0.2 0.9
H 3.08832 -0.16055 0.76864 1.7 0.4 -1.4
H -2.43024 -0.98323 1.36713 1.4 0.5 -1.1
H -1.02643 -1.85028 0.69094 0.6 -0.9 0.7
H -2.52004 -1.79030 -0.10074 0.3 0.7 -1.0
H -1.80322 1.44233 -1.92693 0.7 -1.4 -1.2
H -3.06975 2.06094 -0.95228 -0.4 -0.8 0.4
H -1.77207 2.97846 -1.23119 1.0 0.4 0.5
H 1.82043 -2.95616 1.75652 -1.1 1.4 0.1
H -1.91695 1.41774 1.01198 -0.1 -0.2 0.0
H -0.47213 1.90297 0.27684 -0.8 -0.5 0.4
```
Forces are in eV/Å.

Its total charge is +1. As for the calculated total energy: -11508.557 eV. As for the SMILES: [H]/N=C1/CC/C(=C(/C)[NH2+]C)C1. As for the relative energy (zero: lowest compared OMol25 entry of this formula, charge and spin): 4.425 eV. The HOMO energy is -12.670 eV.



Computed, not measured: a gas-phase ion, C8H15N2O2S (charge +1), with ωB97M-V/def2-TZVPD.

Structure (XYZ):
```
28
Properties=species:S:1:pos:R:3:forces:R:3
C -0.34698 1.03232 -0.62837 0.4 0.0 0.8
C 0.48492 -0.87189 1.81182 3.2 0.0 -1.0
C 1.01269 0.53148 1.56002 3.4 -0.5 -3.8
C 0.11818 -1.57279 0.54047 1.9 -1.5 -2.7
C -1.24549 -1.20296 0.09265 -0.7 0.3 0.8
C 1.17011 0.72433 0.02471 -2.7 1.3 -2.8
C -1.87822 -2.21794 -0.84658 -0.8 1.7 -2.9
C 2.15538 1.68101 -0.68105 -2.7 -2.7 0.5
N -1.32308 0.19538 -0.42898 0.7 -2.2 0.5
N -0.63339 2.12136 -1.30570 0.4 1.4 0.0
O 0.84597 -0.84522 -2.13248 -0.1 0.0 0.9
O 2.53265 -1.52830 -0.45761 2.0 -0.5 0.3
S 1.30764 -0.91089 -0.76294 -1.5 0.0 1.0
H 1.33230 -1.31805 2.28352 0.0 -1.1 0.7
H -0.32402 -0.74484 2.42115 -2.0 -0.4 1.9
H 0.37987 1.23364 1.87650 -2.5 2.9 1.4
H 2.02693 0.85913 1.85728 -0.4 -1.0 0.8
H 0.38049 -2.68910 0.39864 -0.8 1.6 0.9
H -1.72058 -1.03844 1.05950 -1.2 -0.9 -0.2
H -1.30060 -2.35060 -1.84231 -0.7 0.3 1.8
H -2.97587 -2.12451 -1.13208 1.2 0.9 0.3
H -1.95175 -3.11046 -0.35200 0.5 -2.5 1.3
H 3.10715 1.46186 -0.49193 4.0 -1.3 1.4
H 2.10219 2.66762 -0.55111 -0.9 4.0 1.4
H 2.13028 1.59387 -1.71199 -0.6 -0.7 -2.3
H -2.23693 0.18647 -0.81882 -0.7 1.4 -0.8
H -0.03579 2.92073 -1.28336 0.9 0.0 0.0
H -1.56137 2.44578 -1.53438 -0.4 -0.8 0.0
```
Forces are in eV/Å.

Its total charge is +1. As for the calculated total energy: -26441.061 eV. As for the SMILES: C[C@@H]1NC(=[NH2+])[C@@]2(C)CC[C@@H]1S2(=O)=O. As for the relative energy (zero: lowest compared OMol25 entry of this formula, charge and spin): 0.445 eV. The HOMO energy is -13.900 eV.



Computed, not measured: 2 unconnected molecules or ions with the total composition C8H15N2O4P, with ωB97M-V/def2-TZVPD.

Structure (XYZ):
```
30
Properties=species:S:1:pos:R:3:forces:R:3
N -1.82112 1.58526 -0.03760 -0.3 -0.4 -1.0
C -1.60258 1.41517 -1.48420 0.1 0.7 0.8
C -0.11357 1.56274 -1.91741 -0.6 0.3 -0.7
C 0.34581 0.62778 -3.06707 -0.5 0.5 1.3
P 0.58080 -1.15330 -2.69001 0.6 -0.5 -1.6
C 1.78334 -1.22048 -1.29167 -1.0 -0.5 0.4
C 1.23947 -0.52692 -0.05414 0.8 0.4 0.6
O 1.82205 0.45666 0.33425 0.1 0.0 0.0
N -0.94650 -1.70753 -2.00598 0.6 -0.4 0.0
C -0.86997 -2.72825 -1.34040 0.1 1.0 1.0
O -0.77347 -3.60250 -0.57883 -0.3 -0.4 -0.6
H -1.28793 2.38960 0.26414 0.1 -0.1 0.3
H -1.52631 0.76885 0.51425 0.2 0.2 0.5
H -2.04882 0.48615 -1.83375 0.1 -0.1 0.2
H -2.16780 2.23151 -1.95311 0.0 -0.1 -0.3
H 0.51131 1.50170 -1.03494 0.1 -0.1 -0.1
H -0.00082 2.58758 -2.29653 0.1 0.0 0.1
H -0.35206 0.70432 -3.90484 0.0 -0.1 0.0
H 1.30995 0.99291 -3.43376 0.1 -0.3 -0.1
H 1.94412 -2.28581 -1.09018 -0.2 0.0 0.0
H 2.75535 -0.82058 -1.57868 -0.2 0.3 -0.1
H 0.31626 -0.87445 0.46613 0.0 0.1 0.1
O 1.22299 -0.38686 5.21953 -0.1 0.2 0.1
C 0.30867 0.15509 4.36491 0.2 -0.5 -0.1
C -0.08089 -0.75997 3.14247 -0.1 0.6 0.1
O -0.98186 -0.16943 2.27990 0.2 -0.6 -0.7
H 0.61406 1.12869 3.89369 0.2 0.0 0.0
H -0.68094 0.41606 4.83264 0.0 -0.1 0.1
H -0.40276 -1.72654 3.60842 -0.3 0.1 -0.1
H 0.90324 -1.04746 2.67277 0.0 0.2 -0.1
```
Forces are in eV/Å.

Its total charge is -2. As for the calculated total energy: -28993.508 eV. As for the relative energy (zero: lowest compared OMol25 entry of this formula, charge and spin): 4.241 eV. The HOMO energy is 1.899 eV.



Computed, not measured: a molecular structure, C8H15N2S, with ωB97M-V/def2-TZVPD.

Structure (XYZ):
```
26
Properties=species:S:1:pos:R:3:forces:R:3
C 1.58620 -0.30567 0.02497 -0.9 0.7 -1.8
C -2.68047 -1.45321 0.43886 1.5 -0.4 2.4
C -3.08819 -0.04465 0.51161 -0.4 0.8 2.6
C 3.68877 0.27546 0.72995 1.5 0.0 -0.5
C 3.63127 -0.08767 -0.78091 3.0 -0.7 -0.2
C -1.13221 -1.39214 0.43381 -1.3 -2.4 -3.8
C -2.17485 0.68217 -0.30932 -1.8 2.8 -0.1
C -2.31624 2.01139 -0.85478 0.6 0.4 0.2
N 2.30525 0.20557 0.97395 -2.4 -1.1 2.0
N 2.25530 -0.35736 -1.10300 0.0 -1.2 1.4
S -0.70472 0.04798 -0.64335 2.6 -3.2 0.6
H -3.13714 -2.07869 1.22089 0.6 0.2 0.1
H -2.96561 -1.91597 -0.42736 -0.9 -0.9 -2.5
H -4.11630 0.08215 0.28976 -1.1 0.4 -0.4
H -2.96874 0.34525 1.60804 -0.2 -0.6 -1.3
H 4.37860 -0.40785 1.30514 -1.2 0.4 -0.4
H 3.96377 1.29022 0.98789 0.6 0.3 -0.5
H 3.86869 0.71873 -1.40209 1.0 1.4 -0.8
H 4.40314 -0.89763 -0.96042 -1.4 0.6 -0.2
H -0.73744 -1.24327 1.36604 1.3 0.0 2.2
H -0.84064 -2.31629 -0.15829 0.5 1.0 1.4
H -2.51747 2.77816 -0.14358 -0.4 0.6 0.8
H -3.04854 2.00187 -1.59077 -1.7 0.4 -1.5
H -1.39780 2.26515 -1.33553 0.6 0.6 -0.5
H 1.83144 0.38366 1.82491 0.1 0.2 1.1
H 1.91392 -0.58733 -2.00641 -0.3 -0.3 -0.4
```
Forces are in eV/Å.

The expectation value of S² is 2.010. Its total charge is +1. As for the calculated total energy: -22343.161 eV. As for the relative energy (zero: lowest compared OMol25 entry of this formula, charge and spin): 1.750 eV. The HOMO energy (alpha / beta) is -9.675 / -13.703 eV. As for the spin multiplicity: 3.